{"formula": "C3H9NO2S2", "method": "the ωB97M-V functional and the def2-TZVPD basis", "smiles": "NC(=O)CCSS.O", "relative_energy_kj_mol": 60.5, "orbital_gap_ha": 0.351, "charge": 0, "species": ["S", "S", "C", "C", "C", "N", "O", "H", "H", "H", "H", "H", "H", "H", "H", "H", "O"], "positions_angstrom": [[-2.1024, -1.4618, -2.9333], [-0.9776, -2.6521, -1.8213], [-0.4074, -1.4511, -0.4421], [0.7654, -0.7489, -0.9890], [1.6382, 0.0064, 0.0113], [0.9786, 0.9590, 0.7520], [2.8287, -0.1958, 0.0559], [-1.3055, -0.6257, -3.6537], [-1.1646, -0.7195, -0.0925], [-0.1911, -2.1721, 0.3276], [0.4182, -0.0444, -1.7279], [1.5510, -1.4860, -1.3238], [-0.0297, 0.9637, 0.7645], [1.3644, 1.4741, 1.5235], [-1.4830, 3.3694, 2.9263], [-0.7652, 2.3044, 3.7484], [-1.1180, 2.4805, 2.8741]], "forces_ev_per_angstrom": [[-1.3320, 0.9163, -0.8845], [0.6619, 0.7804, 1.3909], [-1.2280, -1.0704, -0.5835], [2.5054, -0.5345, 0.4848], [-0.6342, 0.8420, 0.3223], [-0.5074, -0.2801, -0.0694], [0.2335, 0.1074, 0.3153], [0.3462, -0.5282, 0.2546], [-0.1120, -0.8907, -0.4208], [0.3008, -0.0059, 0.6136], [0.2461, 0.1089, -0.6748], [-1.1806, 0.7731, -0.4692], [0.0915, 0.0001, -0.1233], [0.5568, -0.1630, -0.1096], [0.0078, -0.0238, -0.0180], [0.0198, -0.0308, 0.1573], [0.0244, -0.0008, -0.1855]]}

---

{"formula": "C3H9NO2S2", "method": "the ωB97M-V functional and the def2-TZVPD basis", "relative_energy_kj_mol": 327.6, "orbital_gap_ha": 0.341, "charge": 0, "species": ["C", "C", "C", "N", "O", "O", "S", "S", "H", "H", "H", "H", "H", "H", "H", "H", "H"], "positions_angstrom": [[2.4248, 0.0980, 0.7160], [-2.4174, 0.5950, -2.5882], [1.0614, -0.4921, 1.1642], [0.4366, 0.4010, 1.9783], [-0.4418, 0.8589, -0.3309], [-2.8463, -0.2981, -1.9081], [-1.1735, -1.9676, 0.1847], [0.0955, -0.4207, -0.4828], [2.8357, -0.3719, -0.1448], [3.2103, -0.0264, 1.5279], [2.3117, 1.2094, 0.3702], [-2.3663, -1.5875, -0.4563], [-3.0100, 1.4059, -2.9839], [-1.2180, 0.7695, -2.6699], [1.1621, -1.5258, 1.5727], [-0.3085, 0.0655, 2.5864], [0.2435, 1.2869, 1.4645]], "forces_ev_per_angstrom": [[0.4932, 1.4167, 0.8773], [3.2634, 0.1278, 1.2278], [2.1324, -0.8101, -1.2420], [-0.6557, 1.5970, 1.7717], [-2.7662, 5.5521, -0.0761], [-0.3692, 0.3887, -0.8579], [-1.5908, 0.0506, -0.0725], [2.2079, -5.6109, -0.6682], [0.1963, -0.8009, -0.8072], [-1.1053, 0.5723, -0.8112], [0.1355, -1.8426, 1.0757], [1.5059, -0.3838, 0.4482], [-0.6894, 0.2184, -0.5114], [-2.4868, -0.5005, -0.2306], [-0.2365, 0.8283, -0.4165], [0.1224, 0.2123, -0.6506], [-0.1570, -1.0153, 0.9434]]}

---

{"formula": "C3H9NO3", "method": "the ωB97M-V functional and the def2-TZVPD basis", "relative_energy_kj_mol": 70.9, "orbital_gap_ha": [0.301, 0.246], "charge": -1, "s_squared": 0.76, "multiplicity": 2, "species": ["C", "N", "C", "C", "O", "O", "H", "H", "H", "H", "H", "H", "H", "H", "H", "O"], "positions_angstrom": [[0.0938, 0.9509, -0.4197], [1.0619, -0.1726, -0.0171], [1.5775, -0.9456, -1.0608], [0.9679, -1.1317, -2.2771], [-2.2698, 1.3017, 1.6037], [-0.1203, -0.6326, -2.6710], [0.7165, 1.6390, -0.9609], [-0.7798, 0.4344, -0.8573], [-0.2760, 1.3482, 0.5015], [0.6628, -0.7696, 0.6828], [2.6481, -1.2371, -1.0143], [1.5271, -1.8710, -3.0434], [-1.5646, 0.5359, 2.0449], [-3.0834, 1.5221, 2.1177], [-0.4295, -0.5627, 3.1408], [-0.7322, -0.4094, 2.2303]], "forces_ev_per_angstrom": [[0.2731, -2.9053, 1.2966], [-0.0448, 0.4231, -2.3641], [1.3009, 1.3408, 1.6548], [-1.2678, -0.4574, -3.7714], [-1.2414, 0.9928, 0.3323], [1.3783, -1.0120, 0.2335], [-0.3977, 0.3237, -0.7491], [0.5389, 1.0905, -0.4729], [0.0742, 0.4926, 0.5560], [-0.2850, 0.1808, 1.6969], [-0.8897, -0.5681, 0.4645], [-0.7428, 1.2676, 1.4992], [-0.4771, -0.1025, 0.0823], [1.2991, -0.6003, -0.4682], [-0.2583, 0.2415, -0.5250], [0.7401, -0.7081, 0.5346]]}

---

{"formula": "C3H9NO3", "method": "the ωB97M-V functional and the def2-TZVPD basis", "smiles": "CC(C)(O)N(O)O", "relative_energy_kj_mol": 375.1, "orbital_gap_ha": 0.391, "charge": 0, "species": ["C", "C", "C", "N", "O", "O", "O", "H", "H", "H", "H", "H", "H", "H", "H", "H"], "positions_angstrom": [[-0.3033, 0.0081, -0.0850], [-0.4779, -1.4738, -0.3811], [-1.1328, 0.4541, 1.1228], [1.1049, 0.2530, 0.3209], [1.4100, 1.5946, 0.1416], [2.0128, -0.3479, -0.6926], [-0.6591, 0.7336, -1.2390], [1.5711, 1.5613, -0.8753], [2.7690, -0.6628, -0.1775], [-0.7281, 1.6681, -0.9987], [-0.0640, -2.0669, 0.4305], [0.0354, -1.7211, -1.3064], [-1.5371, -1.6909, -0.4912], [-0.9045, 1.4897, 1.3695], [-0.9078, -0.1675, 1.9842], [-2.1887, 0.3686, 0.8773]], "forces_ev_per_angstrom": [[-0.1203, -0.1906, 0.1242], [0.0415, 0.3431, -0.1219], [0.1460, -0.0284, -0.3177], [1.6082, -0.9742, -0.5836], [0.0640, 0.3226, -2.1447], [-1.1321, -0.1868, 0.7514], [0.0557, 0.0250, -0.0926], [-0.2922, 0.7802, 2.0814], [-0.2669, 0.1653, 0.1103], [0.0023, -0.1706, 0.0003], [0.0041, -0.0384, 0.0432], [-0.0031, -0.0404, 0.0081], [-0.0692, -0.0180, 0.0351], [0.0057, 0.0637, 0.0427], [0.0156, -0.0277, 0.0785], [-0.0594, -0.0250, -0.0148]]}